[1]
The following is a DFT calculation (ωB97M-V with the def2-TZVPD basis set) of 2 unconnected molecules or ions with the total composition C3H9N2OP at a distorted geometry.

Computed properties:
Charge: 0
Molecular weight (g mol⁻¹): 120.09
SMILES string: N[PH](N)=O.C#CC
Relative energy (zero: lowest compared OMol25 entry of this formula, charge and spin) (kcal per mole): 35.4

Last column: Mulliken charge in e.
Atoms and positions in Å:
N (2.2853, 0.5090, 1.2950)  -0.58
P (1.9422, 0.4723, -0.3702)  0.64
N (3.4108, 0.6929, -1.0347)  -0.51
O (1.3958, -0.8290, -0.7156)  -0.62
H (2.5570, 1.3709, 1.7751)  0.25
H (1.5137, 0.0499, 1.7367)  0.26
H (1.0751, 1.6523, -0.8607)  0.08
H (3.5582, 0.0380, -1.8255)  0.25
H (3.8765, 1.5511, -1.1914)  0.23
C (-2.0708, 0.3454, 0.8645)  -0.24
C (-2.1277, -0.7433, 0.3044)  -0.12
C (-2.2153, -1.8287, -0.7004)  -0.78
H (-1.8059, 1.2007, 1.4054)  0.41
H (-2.1666, -2.8103, -0.2210)  0.26
H (-3.1215, -1.6325, -1.3055)  0.28
H (-1.3145, -1.6254, -1.3503)  0.20

Atoms 1-3, force components in eV/Å:
N -0.3 0.9 -1.0
P -0.4 1.8 0.9
N 0.8 -1.3 -1.7

=====

[2]
The following is a DFT calculation (ωB97M-V with the def2-TZVPD basis set) of 2 unconnected molecules or ions with the total composition C3H9N2OP at a distorted geometry.

Computed properties:
Charge: 0
Molecular weight (g mol⁻¹): 120.09
Relative energy (zero: lowest compared OMol25 entry of this formula, charge and spin) (kcal per mole): 139.2

Last column: Mulliken charge in e.
Atoms and positions in Å:
C (1.1116, -1.2027, -0.8059)  -0.50
C (0.3207, -1.1024, 0.5492)  -0.25
C (0.7969, 0.1064, -1.6040)  -0.84
N (0.2140, 0.2843, 0.9137)  -0.25
N (-2.3233, 1.4931, 1.4677)  -0.30
O (-1.7058, 0.5480, 0.7637)  -0.28
P (0.5331, 1.4263, -0.3263)  0.06
H (2.2476, -1.3017, -0.5873)  0.26
H (0.8896, -2.2493, -1.2837)  0.29
H (-0.8146, -1.4374, 0.3060)  0.15
H (0.7149, -1.6587, 1.4195)  0.35
H (1.6150, 0.3616, -2.2331)  0.44
H (-0.0917, -0.1721, -2.0675)  0.40
H (-2.5317, 1.2814, 2.4114)  0.22
H (-2.8842, 2.2024, 1.0402)  0.23
H (1.9077, 1.4207, 0.0365)  0.03

Atoms 1-3, force components in eV/Å:
C 1.9 -1.7 0.9
C -2.1 0.1 -1.3
C 0.8 -1.5 1.9

=====

[3]
The following is a DFT calculation (ωB97M-V with the def2-TZVPD basis set) of a gas-phase ion, C3H9N2OS (charge +1) at a distorted geometry.

Computed properties:
Charge: +1
Molecular weight (g mol⁻¹): 121.19
SMILES string: C[C@H]([NH3+])OC(N)=S
Relative energy (zero: lowest compared OMol25 entry of this formula, charge and spin) (kcal per mole): 49.8

Last column: Mulliken charge in e.
Atoms and positions in Å:
C (-1.8735, -0.3558, 0.8910)  -0.99
C (-0.5747, 0.2422, 0.3860)  -0.08
N (-0.7804, 1.3628, -0.8738)  -0.42
O (0.2168, -0.6582, -0.1314)  -0.56
C (1.9262, -0.3692, -0.0024)  0.54
N (2.4603, -1.5683, -0.2023)  -0.34
S (2.3131, 1.1686, 0.1345)  -0.27
H (-2.5921, -0.1894, 0.0176)  0.30
H (-1.8293, -1.4357, 1.0632)  0.32
H (-2.0850, 0.1487, 1.8061)  0.31
H (-0.1110, 0.8295, 1.1135)  0.62
H (0.1666, 1.8502, -1.0140)  0.29
H (-1.0610, 0.7386, -1.5881)  0.34
H (-1.2429, 2.1602, -0.4791)  0.35
H (1.7173, -2.2080, -0.4929)  0.29
H (3.3494, -1.7162, -0.6280)  0.29

Atoms 1-3, force components in eV/Å:
C -0.7 0.5 -2.6
C -0.1 -0.1 -0.7
N 3.1 0.7 3.2

=====

[4]
The following is a DFT calculation (ωB97M-V with the def2-TZVPD basis set) of a single C3H9N2P molecule at a distorted geometry.

Computed properties:
Charge: 0
Molecular weight (g mol⁻¹): 104.09
Relative energy (zero: lowest compared OMol25 entry of this formula, charge and spin) (kcal per mole): 87.4

Last column: Mulliken charge in e.
Atoms and positions in Å:
C (-0.6331, -0.5175, 1.2423)  -0.89
C (0.7552, 0.1190, 0.7000)  -0.18
C (1.1168, 0.6344, -1.5754)  -0.72
N (-1.7444, -0.0571, 0.4974)  -0.13
N (1.1399, -0.3937, -0.5120)  -0.39
P (-2.1919, -0.6558, -0.9481)  -0.13
H (-0.3868, -1.6689, 1.0287)  0.30
H (-0.7292, -0.5050, 2.3438)  0.34
H (0.6120, 1.3091, 0.7445)  0.28
H (1.5238, -0.1735, 1.6090)  0.29
H (1.0990, 0.2303, -2.5707)  0.27
H (0.3396, 1.3687, -1.2238)  0.30
H (2.1721, 1.0944, -1.4329)  0.29
H (-1.7476, 0.9345, 0.7555)  0.31
H (-1.3254, -1.7187, -0.6582)  0.05

Atoms 1-3, force components in eV/Å:
C 2.7 -3.7 -0.5
C 0.1 1.7 4.2
C 1.6 0.5 2.8

=====

[5]
The following is a DFT calculation (ωB97M-V with the def2-TZVPD basis set) of 2 unconnected molecules or ions with the total composition C3H9N2S at a distorted geometry.

Computed properties:
Charge: -1
Molecular weight (g mol⁻¹): 105.19
Relative energy (zero: lowest compared OMol25 entry of this formula, charge and spin) (kcal per mole): 38.5

Last column: Mulliken charge in e.
Atoms and positions in Å:
C (-0.0658, -1.3027, -2.0860)  -0.20
C (-0.0692, -1.3600, -0.7171)  -0.19
N (1.0819, -1.4995, 0.0854)  -0.61
N (-1.2664, -1.0810, -2.8690)  -0.56
H (0.8542, -1.3123, -2.7166)  0.30
H (-1.0196, -1.2207, -0.1572)  0.33
H (1.0769, -2.2501, 0.7178)  0.22
H (1.2986, -0.5600, 0.5134)  0.17
H (-1.3463, -1.6902, -3.7061)  0.21
H (-1.5253, -0.1154, -3.1054)  0.20
C (0.1556, 2.0224, 2.8541)  -0.69
S (0.0794, 1.4202, 1.1314)  -0.69
H (0.6020, 2.9958, 2.8238)  0.19
H (-0.8447, 2.0391, 3.2864)  0.18
H (0.8020, 1.2953, 3.4202)  0.14

Atoms 1-3, force components in eV/Å:
C 0.1 0.5 0.7
C -0.9 -0.1 -1.5
N 1.3 2.0 -1.6

=====

[6]
The following is a DFT calculation (ωB97M-V with the def2-TZVPD basis set) of 3 unconnected molecules or ions with the total composition C3H9N2S at a distorted geometry.

Computed properties:
Charge: -2
Molecular weight (g mol⁻¹): 105.19
Spin multiplicity: 2
Relative energy (zero: lowest compared OMol25 entry of this formula, charge and spin) (kcal per mole): 58.0

Last column: Mulliken charge in e.
Atoms and positions in Å:
C (-0.4268, 0.4263, -0.1682)  0.08
C (-1.7231, -0.3047, -0.5626)  -0.61
S (-2.2787, -0.0459, -2.3055)  -0.81
N (0.4227, -0.1185, 0.8339)  -0.79
C (1.1710, -1.1609, 0.5018)  0.03
N (1.6139, -2.1317, 1.2726)  -0.93
H (0.2071, 0.4981, -1.2615)  -0.80
H (-0.5687, 1.4648, 0.1510)  0.14
H (-2.5326, 0.0488, 0.0839)  0.21
H (-1.5639, -1.3718, -0.3900)  0.20
H (0.8923, 0.3683, -2.0513)  0.57
H (1.1119, 2.7420, 0.7567)  -0.10
H (1.5066, -1.2250, -0.5494)  0.40
H (1.2160, -1.9263, 2.1947)  0.30
H (0.9522, 2.7364, 1.4939)  0.09

Atoms 1-3, force components in eV/Å:
C 0.7 0.1 0.8
C 0.2 0.2 -0.4
S -0.2 0.0 0.1

=====

[7]
The following is a DFT calculation (ωB97M-V with the def2-TZVPD basis set) of a gas-phase ion, C3H9N2S3 (charge +1) at a distorted geometry.

Computed properties:
Charge: +1
Molecular weight (g mol⁻¹): 169.32
Relative energy (zero: lowest compared OMol25 entry of this formula, charge and spin) (kcal per mole): 0.0

Last column: Mulliken charge in e.
Atoms and positions in Å:
C (2.2458, 0.5481, -0.0267)  0.06
C (-1.7955, 0.0311, 0.0835)  -0.40
C (0.9569, -1.4466, -0.6906)  -0.83
N (1.0312, -0.0455, -0.3863)  0.04
N (-1.7050, -0.4686, 1.3656)  -0.45
S (-0.3843, 1.0081, -0.4815)  0.06
S (2.2990, 2.1987, 0.3313)  -0.09
S (-2.8052, 1.6460, -0.2122)  -0.21
H (3.1272, -0.0736, -0.0245)  0.38
H (-2.1381, -0.7106, -0.6343)  0.55
H (-0.0028, -1.6478, -1.1590)  0.23
H (1.7493, -1.7421, -1.3806)  0.41
H (1.0353, -2.0471, 0.2196)  0.35
H (-2.5051, -1.0124, 1.6618)  0.24
H (-1.4437, 0.2103, 2.0700)  0.25
H (3.5929, 2.2235, 0.6852)  0.21
H (-3.2577, 1.3285, -1.4214)  0.19

Atoms 1-3, force components in eV/Å:
C -4.3 -1.8 -1.2
C 0.1 1.2 -0.9
C 0.1 -1.0 -0.1

=====

[8]
The following is a DFT calculation (ωB97M-V with the def2-TZVPD basis set) of a gas-phase ion, C3H9N3 (charge -1) at a distorted geometry.

Computed properties:
Charge: -1
Molecular weight (g mol⁻¹): 87.13
Spin multiplicity: 2
Relative energy (zero: lowest compared OMol25 entry of this formula, charge and spin) (kcal per mole): 2.4

Last column: Mulliken charge in e.
Atoms and positions in Å:
C (-0.5693, -1.6422, 1.5352)  -1.58
C (0.2881, -0.8941, 0.5382)  -0.18
N (-0.1549, 0.4850, 0.3591)  0.73
C (0.3458, 1.1797, -0.7451)  -4.15
N (-0.1997, 0.8043, -2.0178)  -0.42
N (1.1356, 2.1790, -0.5923)  0.02
H (-1.5661, -1.8400, 1.1348)  0.39
H (-0.1862, -2.6592, 1.6943)  0.52
H (-0.6267, -1.0772, 2.4683)  0.27
H (0.1850, -1.3805, -0.4390)  0.56
H (1.3654, -0.9182, 0.7539)  0.33
H (0.0308, 1.0603, 1.1777)  0.45
H (-1.1506, 0.4655, -1.8264)  0.71
H (-0.2628, 1.6887, -2.5344)  0.75
H (1.3656, 2.5489, -1.5064)  0.60

Atoms 1-3, force components in eV/Å:
C 0.1 -0.4 -0.1
C -0.1 -0.1 -1.0
N -0.2 0.2 0.3